Record 1
{"formula": "C30H35N4O3S2", "method": "the ωB97M-V functional and the def2-TZVPD basis", "charge": 1, "multiplicity": 1, "e_tot_ha": -2405.121328, "de_lowest_kj_mol": 12.8, "homo_ev": -10.6023, "lumo_energy_ev": -3.060, "species": ["C", "H", "H", "H", "C", "C", "C", "C", "C", "C", "C", "H", "H", "N", "C", "N", "C", "O", "C", "C", "C", "C", "C", "C", "H", "H", "S", "O", "O", "N", "C", "C", "C", "C", "C", "C", "C", "C", "C", "H", "H", "H", "H", "H", "H", "H", "H", "H", "H", "H", "H", "C", "H", "H", "C", "H", "C", "N", "C", "H", "H", "H", "C", "H", "H", "H", "H", "H", "H", "H", "S", "H", "H", "H"], "coordinates": [[-9.431, -1.428, 0.279], [-9.477, -0.471, 0.795], [-10.327, -1.987, 0.533], [-9.436, -1.256, -0.795], [-8.203, -2.224, 0.701], [-6.875, -1.600, 0.378], [-5.722, -2.328, 0.649], [-4.488, -1.775, 0.363], [-4.380, -0.493, -0.188], [-5.527, 0.237, -0.469], [-6.755, -0.324, -0.183], [-7.643, 0.243, -0.405], [-5.461, 1.215, -0.917], [-3.069, -0.118, -0.410], [-2.198, -1.056, -0.070], [-0.855, -0.937, -0.275], [-0.053, -1.992, 0.160], [-0.569, -2.913, 0.754], [1.396, -1.945, -0.142], [1.853, -1.963, -1.461], [3.212, -2.016, -1.711], [4.102, -2.060, -0.654], [3.660, -2.072, 0.656], [2.301, -2.022, 0.914], [1.935, -2.046, 1.929], [4.377, -2.141, 1.458], [5.875, -2.067, -1.007], [6.490, -2.991, -0.114], [6.035, -2.234, -2.417], [6.337, -0.505, -0.628], [6.171, -0.059, 0.694], [6.711, -0.805, 1.741], [6.554, -0.391, 3.049], [5.868, 0.779, 3.332], [5.349, 1.530, 2.294], [5.488, 1.129, 0.971], [4.945, 2.004, -0.129], [4.841, 1.253, -1.452], [6.140, 0.480, -1.669], [6.142, -0.058, -2.616], [6.989, 1.169, -1.653], [4.679, 1.948, -2.276], [4.004, 0.549, -1.423], [3.971, 2.404, 0.166], [5.619, 2.857, -0.253], [4.828, 2.453, 2.505], [5.749, 1.111, 4.351], [6.980, -0.977, 3.849], [7.247, -1.710, 1.510], [3.602, -2.044, -2.717], [1.151, -1.973, -2.283], [-0.339, 0.287, -0.867], [-0.945, 0.516, -1.748], [0.679, 0.091, -1.199], [-0.353, 1.472, 0.118], [0.669, 1.747, 0.378], [-1.055, 2.693, -0.478], [-2.506, 2.485, -0.561], [-3.083, 3.162, -1.718], [-2.655, 2.755, -2.633], [-4.158, 2.997, -1.735], [-2.903, 4.241, -1.694], [-3.162, 2.924, 0.669], [-3.071, 4.006, 0.811], [-4.219, 2.668, 0.633], [-2.716, 2.424, 1.526], [-2.818, 0.922, -0.600], [-0.828, 3.579, 0.127], [-0.660, 2.870, -1.480], [-0.849, 1.177, 1.044], [-2.896, -2.478, 0.605], [-5.786, -3.317, 1.074], [-8.241, -2.394, 1.781], [-8.237, -3.210, 0.228]]}

---

Record 2
{"formula": "C30H35N7OPt", "method": "the ωB97M-V functional and the def2-TZVPD basis", "charge": 2, "multiplicity": 3, "e_tot_ha": -1741.553422, "de_lowest_kj_mol": 3.3, "s2": 2.006, "homo_ev": [-13.4076, -14.1243], "lumo_energy_ev": [-6.297, -6.967], "species": ["Pt", "C", "C", "C", "C", "C", "C", "C", "C", "N", "C", "C", "C", "C", "N", "C", "C", "C", "C", "C", "C", "C", "C", "H", "H", "H", "H", "H", "H", "H", "H", "H", "H", "H", "H", "H", "H", "H", "H", "H", "H", "H", "H", "H", "H", "H", "H", "N", "C", "C", "C", "C", "N", "C", "C", "H", "H", "H", "H", "C", "N", "C", "C", "O", "N", "C", "N", "H", "H", "H", "H", "H", "H", "H"], "coordinates": [[0.368, 0.341, -0.439], [-1.347, -0.528, 3.479], [-0.332, 0.581, 3.547], [0.386, 0.812, 4.718], [1.266, 1.877, 4.818], [1.445, 2.737, 3.742], [0.769, 2.532, 2.544], [0.926, 3.479, 1.386], [-0.108, 1.443, 2.473], [-0.761, 1.192, 1.225], [-1.937, 1.604, 0.950], [-2.796, 2.404, 1.867], [-2.452, 1.224, -0.416], [-3.875, 1.493, -0.760], [-1.599, 0.682, -1.196], [-1.944, 0.130, -2.472], [-2.763, -1.000, -2.528], [-3.396, -1.612, -1.305], [-2.989, -1.563, -3.781], [-2.426, -1.017, -4.921], [-1.615, 0.105, -4.832], [-1.349, 0.695, -3.604], [-0.458, 1.901, -3.493], [-1.088, -1.331, 4.168], [-1.443, -0.949, 2.477], [-2.335, -0.164, 3.772], [0.233, 0.156, 5.565], [1.799, 2.051, 5.743], [2.104, 3.592, 3.835], [1.650, 4.257, 1.620], [-0.017, 3.971, 1.140], [1.269, 2.966, 0.481], [-2.297, 2.594, 2.813], [-3.737, 1.883, 2.055], [-3.051, 3.358, 1.400], [-4.106, 2.545, -0.585], [-4.539, 0.910, -0.117], [-4.084, 1.248, -1.798], [-2.785, -1.485, -0.409], [-3.552, -2.679, -1.457], [-4.377, -1.176, -1.103], [-3.623, -2.438, -3.856], [-2.621, -1.465, -5.886], [-1.180, 0.532, -5.726], [-0.189, 2.268, -4.481], [0.472, 1.656, -2.969], [-0.942, 2.716, -2.954], [-0.553, -7.119, -0.626], [-0.395, -5.983, -0.592], [-0.201, -4.560, -0.549], [-0.023, -3.913, 0.672], [0.149, -2.545, 0.669], [0.148, -1.830, -0.462], [-0.008, -2.448, -1.638], [-0.188, -3.815, -1.723], [-0.019, -4.466, 1.599], [0.296, -1.995, 1.589], [0.012, -1.826, -2.522], [-0.317, -4.288, -2.686], [6.130, -0.099, 0.532], [4.771, -0.066, 0.010], [4.404, -0.286, -1.384], [2.910, -0.089, -1.308], [2.062, -0.174, -2.190], [2.550, 0.212, -0.034], [3.677, 0.217, 0.715], [3.678, 0.465, 2.015], [6.806, -0.346, -0.281], [6.232, -0.864, 1.302], [6.419, 0.875, 0.931], [4.656, -1.291, -1.725], [4.866, 0.442, -2.052], [2.825, 0.765, 2.468], [4.535, 0.493, 2.542]]}

---

Record 3
{"formula": "C30H36BN4O", "method": "the ωB97M-V functional and the def2-TZVPD basis", "charge": 1, "multiplicity": 1, "e_tot_ha": -1483.601564, "homo_ev": -9.7829, "lumo_energy_ev": -4.505, "species": ["C", "C", "N", "B", "H", "C", "C", "C", "C", "C", "H", "H", "H", "H", "H", "H", "H", "H", "H", "H", "H", "C", "N", "C", "O", "C", "C", "C", "C", "C", "C", "C", "C", "N", "C", "C", "C", "C", "C", "C", "C", "C", "N", "C", "C", "C", "C", "C", "H", "H", "H", "H", "H", "H", "H", "H", "H", "H", "H", "H", "H", "H", "H", "H", "H", "H", "H", "H", "H", "H", "H", "H"], "coordinates": [[2.169, -4.813, -2.778], [2.915, -3.873, -3.684], [2.962, -2.594, -3.225], [2.211, -2.371, -1.960], [1.155, 0.661, -0.714], [3.709, -1.633, -3.810], [3.845, -0.292, -3.172], [4.383, -1.944, -4.966], [4.346, -3.231, -5.477], [3.633, -4.220, -4.810], [2.248, -5.836, -3.173], [2.567, -4.804, -1.737], [1.097, -4.537, -2.723], [1.052, -2.199, -2.032], [2.950, -2.145, -1.047], [4.543, 0.290, -3.775], [2.931, 0.297, -3.112], [4.289, -0.329, -2.171], [4.985, -1.150, -5.387], [4.880, -3.452, -6.384], [3.605, -5.266, -5.118], [-3.217, 3.423, 3.963], [-2.925, 2.234, 3.205], [-3.868, 1.334, 2.800], [-5.057, 1.366, 3.101], [-3.144, 0.299, 1.903], [-3.805, 0.182, 0.521], [-5.148, -0.506, 0.600], [-6.259, 0.045, -0.042], [-7.524, -0.504, 0.173], [-7.675, -1.609, 1.018], [-6.548, -2.217, 1.580], [-5.276, -1.686, 1.346], [-1.778, 0.811, 1.894], [-0.769, 0.237, 1.202], [0.451, 0.825, 1.041], [1.524, 0.245, 0.201], [2.946, 0.767, 0.466], [4.085, -0.043, 0.339], [5.328, 0.517, 0.070], [5.473, 1.903, 0.080], [6.697, 2.506, -0.385], [7.670, 2.996, -0.819], [4.392, 2.708, 0.432], [3.137, 2.147, 0.677], [-1.647, 2.106, 2.532], [-1.513, 3.239, 1.503], [-0.539, 2.205, 3.572], [-4.197, 3.326, 4.415], [-2.450, 3.520, 4.729], [-3.169, 4.310, 3.329], [-3.201, -0.679, 2.428], [-3.922, 1.195, 0.100], [-3.132, -0.361, -0.156], [-6.114, 0.928, -0.674], [-8.385, -0.059, -0.318], [-8.663, -2.004, 1.237], [-6.637, -3.106, 2.202], [-4.379, -2.147, 1.771], [-0.964, -0.738, 0.754], [0.524, 1.894, 1.244], [1.544, -0.863, 0.246], [3.995, -1.120, 0.414], [6.172, -0.113, -0.196], [4.483, 3.792, 0.459], [2.313, 2.796, 1.002], [-2.475, 3.401, 0.995], [-1.234, 4.147, 2.050], [-0.756, 3.048, 0.740], [-0.833, 1.664, 4.478], [0.410, 1.813, 3.217], [-0.412, 3.264, 3.816]]}

---

Record 4
{"formula": "C30H36BrIrN6OS", "method": "the ωB97M-V functional and the def2-TZVPD basis", "charge": -1, "multiplicity": 2, "e_tot_ha": -4645.028534, "de_lowest_kj_mol": 162.8, "s2": 0.796, "homo_ev": [-2.7001, -3.4048], "lumo_energy_ev": [2.244, 2.244], "species": ["Ir", "Br", "C", "C", "C", "C", "C", "C", "N", "N", "C", "C", "C", "C", "O", "C", "N", "C", "C", "C", "C", "H", "H", "H", "H", "H", "H", "H", "H", "H", "C", "C", "C", "C", "N", "C", "S", "N", "C", "H", "H", "H", "H", "H", "H", "H", "H", "C", "C", "C", "C", "N", "H", "H", "H", "H", "H", "H", "H", "H", "H", "C", "C", "C", "C", "C", "H", "H", "H", "H", "H", "H", "H", "H", "H", "H"], "coordinates": [[-0.689, 0.463, 0.388], [0.638, -6.210, 4.884], [1.679, -4.634, 5.143], [1.742, -4.042, 6.398], [2.484, -2.894, 6.571], [3.166, -2.266, 5.503], [3.112, -2.927, 4.251], [2.380, -4.085, 4.080], [3.853, -1.123, 5.795], [4.309, -0.341, 4.820], [3.511, -0.007, 3.756], [4.171, 0.422, 2.596], [3.517, 0.720, 1.402], [2.137, 0.623, 1.296], [1.446, 0.858, 0.189], [1.430, 0.279, 2.472], [0.066, 0.288, 2.352], [-0.690, 0.137, 3.414], [-0.140, -0.030, 4.689], [1.226, -0.089, 4.828], [2.072, 0.029, 3.709], [1.214, -4.483, 7.234], [2.540, -2.422, 7.545], [3.664, -2.524, 3.413], [2.358, -4.570, 3.112], [5.252, 0.471, 2.649], [4.087, 1.023, 0.531], [-1.761, 0.161, 3.256], [-0.795, -0.120, 5.543], [1.671, -0.199, 5.807], [2.622, 1.594, -3.075], [1.251, 2.149, -2.867], [0.333, 2.379, -3.856], [-0.919, 2.896, -3.457], [-1.230, 3.213, -2.219], [-0.324, 2.994, -1.240], [-0.530, 3.324, 0.386], [0.895, 2.452, -1.610], [-1.999, 3.100, -4.481], [2.816, 1.441, -4.134], [2.728, 0.644, -2.552], [3.368, 2.281, -2.672], [0.556, 2.156, -4.888], [1.458, 2.147, -0.804], [-1.638, 2.955, -5.497], [-2.418, 4.100, -4.376], [-2.803, 2.388, -4.283], [-4.101, 0.430, -1.577], [-3.644, 0.117, -0.146], [-4.636, 0.722, 0.848], [-3.557, -1.389, 0.082], [-2.375, 0.811, 0.040], [-5.127, 0.083, -1.724], [-3.457, -0.058, -2.305], [-4.049, 1.505, -1.754], [-5.645, 0.348, 0.658], [-4.631, 1.809, 0.762], [-4.360, 0.461, 1.872], [-4.534, -1.863, -0.035], [-3.189, -1.597, 1.089], [-2.869, -1.855, -0.616], [1.360, -1.635, -1.713], [-0.128, -1.915, -1.466], [-0.366, -3.428, -1.390], [-0.936, -1.337, -2.627], [-0.404, -1.269, -0.112], [1.665, -2.105, -2.652], [1.982, -2.022, -0.904], [1.528, -0.562, -1.759], [-0.145, -3.901, -2.349], [-1.405, -3.649, -1.135], [0.269, -3.885, -0.630], [-0.559, -1.733, -3.573], [-0.866, -0.246, -2.639], [-1.987, -1.600, -2.549], [-0.183, -1.990, 0.697]]}

---

Record 5
{"formula": "C30H36GeLuN7O3S", "method": "the ωB97M-V functional and the def2-TZVPD basis", "charge": -2, "multiplicity": 1, "e_tot_ha": -5484.363367, "de_lowest_kj_mol": 403.6, "homo_ev": [-0.3640, -0.3824], "lumo_energy_ev": [4.292, 4.305], "species": ["Lu", "N", "C", "S", "N", "N", "C", "C", "C", "C", "C", "C", "N", "H", "H", "H", "H", "H", "H", "H", "C", "O", "C", "C", "C", "C", "C", "C", "N", "N", "C", "C", "C", "C", "O", "C", "N", "C", "C", "C", "C", "H", "H", "H", "H", "H", "H", "H", "H", "H", "H", "H", "H", "C", "Ge", "C", "C", "C", "H", "H", "H", "H", "H", "H", "H", "H", "H", "H", "H", "C", "O", "C", "C", "H", "H", "H", "H", "H", "H"], "coordinates": [[1.298, -0.712, 1.464], [4.657, 0.233, 4.623], [3.545, 0.039, 3.795], [3.486, -1.496, 2.960], [2.664, 0.986, 3.792], [1.629, 0.818, 2.927], [0.485, 1.501, 3.137], [-0.760, 0.842, 2.559], [-1.976, 1.469, 3.167], [-2.937, 2.237, 2.627], [-3.021, 2.820, 1.301], [-2.034, 2.904, 0.391], [-0.654, 0.963, 1.073], [5.428, -0.353, 4.350], [4.899, 1.207, 4.721], [0.356, 1.953, 4.123], [-2.110, 1.211, 4.213], [-3.772, 2.489, 3.277], [-3.968, 3.296, 1.062], [-2.232, 3.456, -0.523], [-4.669, -2.485, -4.465], [-3.810, -1.540, -5.059], [-2.485, -1.966, -5.173], [-2.141, -3.149, -5.817], [-0.818, -3.532, -5.915], [0.227, -2.757, -5.363], [-0.157, -1.547, -4.729], [-1.482, -1.168, -4.641], [1.510, -3.160, -5.597], [2.543, -2.657, -4.959], [2.504, -2.169, -3.695], [3.558, -1.312, -3.312], [3.568, -0.646, -2.101], [2.573, -0.841, -1.133], [2.520, -0.129, -0.017], [1.630, -1.870, -1.383], [0.809, -2.234, -0.333], [-0.052, -3.220, -0.527], [-0.173, -3.913, -1.722], [0.635, -3.556, -2.791], [1.559, -2.522, -2.657], [-5.584, -1.961, -4.184], [-4.218, -2.925, -3.570], [-4.931, -3.297, -5.154], [-2.921, -3.767, -6.249], [-0.561, -4.456, -6.421], [0.610, -0.906, -4.315], [-1.761, -0.242, -4.150], [4.333, -1.128, -4.045], [4.351, 0.067, -1.871], [-0.669, -3.477, 0.329], [-0.887, -4.720, -1.811], [0.565, -4.099, -3.724], [2.496, 3.369, 1.174], [0.566, 3.617, 1.603], [0.231, 4.653, 3.311], [0.194, 5.189, 0.349], [-0.689, 2.333, 0.538], [3.112, 3.937, 1.874], [2.670, 3.741, 0.163], [2.791, 2.325, 1.218], [0.183, 5.725, 3.111], [1.031, 4.441, 4.021], [-0.715, 4.325, 3.746], [0.886, 6.015, 0.541], [-0.823, 5.572, 0.488], [0.300, 4.898, -0.701], [-0.182, 2.330, -0.431], [-1.449, 0.463, 0.682], [-0.276, -1.011, 5.124], [0.119, -1.230, 3.791], [-0.747, -0.769, 2.717], [-2.164, -1.298, 2.910], [-0.736, -0.028, 5.259], [0.625, -1.055, 5.739], [-0.979, -1.781, 5.468], [-2.675, -0.940, 3.814], [-2.149, -2.392, 2.954], [-2.778, -1.004, 2.055]]}

---

Record 6
{"formula": "C30H36N4Pd", "method": "the ωB97M-V functional and the def2-TZVPD basis", "charge": -2, "multiplicity": 3, "e_tot_ha": -1511.477333, "de_lowest_kj_mol": 0.0, "s2": 2.005, "homo_ev": [2.8254, -0.1917], "lumo_energy_ev": [4.370, 4.345], "species": ["Pd", "N", "N", "C", "C", "C", "C", "H", "H", "H", "C", "C", "H", "H", "H", "C", "C", "H", "H", "H", "C", "H", "H", "H", "C", "H", "H", "H", "C", "H", "C", "H", "C", "H", "C", "H", "C", "C", "H", "C", "C", "H", "C", "H", "N", "C", "C", "C", "H", "C", "C", "H", "H", "H", "C", "H", "C", "C", "H", "H", "H", "C", "H", "H", "H", "C", "C", "N", "H", "H", "H"], "coordinates": [[0.308, 0.413, 0.651], [0.677, -2.900, 3.185], [0.608, -2.376, -0.403], [1.084, 2.292, 0.363], [2.141, 1.367, 0.655], [1.878, 0.787, 1.939], [2.664, -0.273, 2.623], [3.540, -0.547, 2.029], [2.065, -1.179, 2.792], [3.012, 0.077, 3.603], [0.666, 1.354, 2.442], [0.070, 1.041, 3.770], [0.523, 1.662, 4.554], [0.236, -0.007, 4.039], [-1.005, 1.226, 3.767], [0.168, 2.280, 1.469], [-1.070, 3.099, 1.592], [-1.874, 2.522, 2.056], [-1.409, 3.441, 0.611], [-0.891, 3.991, 2.206], [3.257, 1.009, -0.259], [4.133, 1.651, -0.101], [2.954, 1.118, -1.305], [3.571, -0.028, -0.105], [0.927, 3.052, -0.905], [-0.122, 3.310, -1.073], [1.269, 2.453, -1.755], [1.505, 3.986, -0.906], [-0.040, -3.335, 4.215], [0.383, -3.168, 5.211], [-1.281, -3.978, 4.079], [-1.802, -4.312, 4.978], [-1.806, -4.178, 2.796], [-2.774, -4.657, 2.658], [-1.063, -3.758, 1.702], [-1.399, -3.891, 0.678], [0.209, -3.141, 1.930], [1.064, -2.749, 0.885], [2.132, -2.618, 1.052], [0.253, -1.106, -0.737], [0.595, -3.180, -1.557], [0.829, -4.226, -1.526], [0.277, -2.385, -2.581], [0.197, -2.598, -3.634], [0.096, -1.091, -2.076], [-0.126, 0.061, -2.901], [0.844, 0.391, -3.860], [0.612, 1.496, -4.687], [1.371, 1.770, -5.426], [-0.565, 2.238, -4.597], [-0.850, 3.337, -5.579], [-1.422, 4.141, -5.108], [-1.442, 2.965, -6.426], [0.079, 3.748, -5.983], [-1.495, 1.910, -3.607], [-2.405, 2.508, -3.505], [-1.306, 0.804, -2.764], [-2.366, 0.414, -1.784], [-2.669, -0.636, -1.897], [-3.254, 1.038, -1.949], [-2.058, 0.555, -0.733], [2.120, -0.379, -3.992], [1.964, -1.391, -4.391], [2.666, -0.462, -3.041], [2.775, 0.154, -4.694], [-3.382, -1.031, 3.971], [-2.827, -0.498, 2.742], [-2.437, -0.068, 1.732], [-2.583, -1.448, 4.600], [-4.101, -1.830, 3.744], [-3.899, -0.235, 4.527]]}